1.
Formula: C19H22Cl4F2O2
Source: the OMol25 dataset
Level of theory: ωB97M-V/def2-TZVPD

Geometry as ORCA input:
```
! RIJCOSX wB97M-V def2-TZVPD def2/J DEFGRID3
* xyz 0 1
Cl -1.606 -1.564 1.247
C -2.388 -0.062 1.774
Cl -1.280 0.959 2.743
Cl -2.850 0.840 0.343
Cl -3.796 -0.481 2.770
F 0.650 -3.868 -5.013
C 0.519 -3.671 -3.684
C -0.086 -4.645 -2.910
C -0.069 -4.503 -1.539
C 0.547 -3.421 -0.925
C 1.158 -2.458 -1.720
C 1.164 -2.580 -3.106
H -0.607 -5.494 -3.333
H -0.592 -5.237 -0.936
H 0.448 -3.336 0.149
H 1.551 -1.544 -1.295
H 1.669 -1.812 -3.674
F -0.214 0.400 -1.474
C 0.701 1.228 -0.962
C 1.153 2.233 -1.786
C 2.114 3.142 -1.365
C 2.578 3.010 -0.072
C 2.139 1.977 0.756
C 1.202 1.044 0.336
H 0.703 2.322 -2.769
H 2.396 3.864 -2.117
H 3.367 3.684 0.241
H 2.551 1.951 1.755
H 0.844 0.210 0.918
C 2.984 2.631 6.590
C 2.442 3.044 5.248
C 1.317 2.222 4.629
O 2.860 4.016 4.660
H 3.668 1.786 6.495
H 2.185 2.430 7.301
H 3.606 3.453 6.946
H 1.700 1.500 3.910
H 0.557 2.837 4.154
H 0.851 1.671 5.452
C -4.219 0.364 -2.879
C -3.954 -1.002 -3.466
C -2.836 -1.786 -2.851
O -4.675 -1.489 -4.298
H -4.988 0.842 -3.483
H -3.306 0.963 -2.916
H -4.510 0.288 -1.833
H -3.188 -2.127 -1.873
H -1.925 -1.214 -2.654
H -2.534 -2.617 -3.486
*
```

2.
Formula: C19H22ClN5O
Source: the OMol25 dataset
Level of theory: ωB97M-V/def2-TZVPD

energy above the lowest of the compared OMol25 structures with the same formula, charge and spin: 0.0 kJ/mol

Geometry as ORCA input:
```
! RIJCOSX wB97M-V def2-TZVPD def2/J DEFGRID3
* xyz 0 1
N 0.139 -1.205 -3.593
C -0.328 -0.304 -3.056
N -0.830 0.727 -2.417
C -0.160 1.445 -1.390
N -0.703 2.292 -0.634
C -2.101 2.609 -0.600
C -2.817 1.796 0.489
C -2.840 0.306 0.163
C -3.295 -0.547 1.344
C -3.303 -2.045 1.026
C -1.979 -2.529 0.429
O -0.923 -2.027 1.222
C 0.342 -2.027 0.732
C 1.299 -1.390 1.528
C 2.620 -1.339 1.140
C 2.998 -1.917 -0.063
Cl 4.657 -1.868 -0.552
C 2.063 -2.538 -0.870
C 0.737 -2.599 -0.473
N 1.172 1.147 -1.339
C 2.117 1.563 -0.415
C 1.803 2.212 0.776
C 2.841 2.534 1.634
N 4.114 2.271 1.392
C 4.408 1.668 0.252
C 3.460 1.294 -0.681
H -1.804 0.953 -2.565
H -2.161 3.671 -0.348
H -2.617 2.466 -1.565
H -2.287 1.949 1.430
H -3.834 2.177 0.602
H -1.824 0.006 -0.095
H -3.492 0.121 -0.697
H -4.299 -0.247 1.653
H -2.617 -0.373 2.180
H -3.501 -2.594 1.947
H -4.096 -2.279 0.313
H -1.952 -3.628 0.414
H -1.884 -2.174 -0.605
H 0.980 -0.945 2.457
H 3.353 -0.850 1.762
H 2.360 -2.980 -1.808
H 0.033 -3.104 -1.115
H 1.523 0.548 -2.075
H 0.781 2.452 1.008
H 2.640 3.030 2.574
H 5.458 1.472 0.081
H 3.751 0.796 -1.594
*
```

3.
Formula: C19H22F11N6O3
Source: the OMol25 dataset
Level of theory: ωB97M-V/def2-TZVPD

Geometry as ORCA input:
```
! RIJCOSX wB97M-V def2-TZVPD def2/J DEFGRID3
* xyz 1 1
N 1.046 -2.041 3.164
C 0.811 -1.798 1.766
C -0.284 -0.728 1.484
O -1.547 -1.359 1.570
C -0.092 -0.106 0.070
N -0.203 1.347 -0.016
C 0.656 2.393 -0.177
N 2.018 2.374 -0.245
C 2.584 3.715 -0.525
O 3.808 3.612 -1.221
C 3.814 4.207 -2.448
F 5.024 4.032 -2.988
F 2.888 3.657 -3.257
F 3.561 5.520 -2.353
C 2.772 1.196 0.000
F 2.642 0.264 -0.951
F 2.278 0.714 1.171
C 4.316 1.347 0.256
F 4.631 0.311 1.065
F 4.586 2.449 0.970
C 5.284 1.179 -0.987
F 4.719 1.382 -2.172
F 5.785 -0.056 -0.979
F 6.295 2.037 -0.823
N -0.032 3.513 -0.274
C -1.311 3.215 -0.135
N -2.366 4.087 -0.171
N -1.441 1.889 0.053
C -2.748 1.258 0.266
C -3.278 1.657 1.610
C -3.778 0.569 2.438
O -2.538 1.230 2.684
H 0.199 -2.272 3.657
H 1.542 -1.287 3.611
H 1.743 -1.584 1.253
H 0.436 -2.716 1.337
H -0.205 0.032 2.253
H -1.697 -1.958 0.821
H -0.866 -0.557 -0.540
H 0.826 -0.508 -0.324
H 2.771 4.214 0.417
H 1.902 4.265 -1.148
H -2.876 4.027 -1.047
H -1.997 5.032 -0.133
H -3.460 1.635 -0.455
H -2.740 0.181 0.217
H -3.781 2.599 1.664
H -3.662 -0.437 2.079
H -4.462 0.830 3.224
F -1.473 -3.833 0.467
C -2.144 -4.616 -0.434
C -1.699 -5.900 -0.654
C -2.384 -6.692 -1.564
C -3.487 -6.186 -2.238
C -3.912 -4.888 -2.001
C -3.239 -4.092 -1.086
H -0.834 -6.272 -0.121
H -2.054 -7.705 -1.746
H -4.015 -6.806 -2.949
H -4.770 -4.492 -2.527
H -3.561 -3.079 -0.879
*
```

4.
Formula: C19H22F5MoN2O4S4Te
Source: the OMol25 dataset
Level of theory: ωB97M-V/def2-TZVPD

energy above the lowest of the compared OMol25 structures with the same formula, charge and spin: 0.0 kJ/mol

Geometry as ORCA input:
```
! RIJCOSX wB97M-V def2-TZVPD def2/J DEFGRID3
* xyz 1 1
Mo -0.978 0.356 -0.352
C -1.618 1.901 -3.545
C -2.152 2.990 -2.634
S -2.532 2.368 -0.969
C -1.858 3.680 0.081
C -0.375 3.911 -0.106
S 0.587 2.367 0.075
C 1.707 2.495 -1.335
C 1.042 2.422 -2.706
S -0.161 1.060 -2.885
H -1.380 2.301 -4.530
H -2.353 1.107 -3.685
H -3.093 3.368 -3.038
H -1.470 3.833 -2.560
H -2.102 3.358 1.092
H -2.423 4.592 -0.116
H -0.015 4.593 0.664
H -0.137 4.353 -1.072
H 2.424 1.692 -1.191
H 2.243 3.440 -1.232
H 1.807 2.277 -3.468
H 0.519 3.346 -2.946
F -3.048 0.554 4.775
Te -3.591 1.028 3.033
F -4.911 2.029 3.827
F -4.019 2.073 1.437
F -2.231 2.293 3.146
F -2.774 -0.306 -0.605
O -1.217 0.485 1.270
N -0.970 -1.682 -1.374
C -0.631 -2.634 -0.315
C 0.517 -3.400 -0.430
C 1.013 -4.031 0.699
C 0.357 -3.884 1.917
C -0.873 -3.246 1.980
C -1.379 -2.617 0.855
S 1.205 -4.330 3.437
O 2.035 -5.455 3.083
O 1.935 -3.081 3.656
O 0.148 -4.577 4.389
H -0.357 -1.812 -2.174
H -1.937 -1.800 -1.669
H 1.053 -3.452 -1.370
H 1.937 -4.594 0.670
H -1.392 -3.214 2.929
H -2.313 -2.072 0.902
N 5.864 -2.575 0.745
C 4.823 -2.118 0.586
C 3.542 -1.508 0.356
C 3.170 -1.186 -0.950
C 1.930 -0.630 -1.198
C 1.050 -0.341 -0.146
C 1.450 -0.644 1.161
C 2.676 -1.251 1.411
H 3.846 -1.398 -1.768
H 1.674 -0.440 -2.234
H 0.805 -0.450 2.006
H 2.933 -1.544 2.421
*
```

5.
Formula: C19H22F6O7S
Source: the OMol25 dataset
Level of theory: ωB97M-V/def2-TZVPD

energy above the lowest of the compared OMol25 structures with the same formula, charge and spin: 0.0 kJ/mol

Geometry as ORCA input:
```
! RIJCOSX wB97M-V def2-TZVPD def2/J DEFGRID3
* xyz 0 1
O -3.495 -2.404 2.908
C -3.178 -1.304 3.209
F -3.123 -0.910 4.533
C -2.814 -0.277 2.094
C -1.323 -0.376 1.581
C -0.781 -1.848 1.392
C 0.778 -1.922 1.087
C 1.078 -1.993 -0.470
C 1.986 -3.193 -0.916
F 3.272 -2.717 -1.161
F 1.959 -4.283 -0.073
C 1.408 -3.715 -2.310
F 2.221 -4.677 -2.829
F 1.250 -2.683 -3.205
F 0.136 -4.241 -2.135
O -0.556 0.050 2.785
S 0.356 1.388 2.623
O 1.793 1.236 2.469
O 0.082 2.516 3.494
O -0.272 1.862 1.163
C -0.919 0.725 0.529
C -2.018 1.378 -0.407
O -1.583 1.243 -1.773
C -2.428 0.424 -2.521
C -2.587 -1.023 -2.337
C -3.481 -1.803 -3.209
C -4.248 -1.182 -4.308
C -4.106 0.273 -4.473
C -3.221 1.045 -3.603
H -3.475 -0.513 1.209
H -3.022 0.786 2.383
H -0.957 -2.467 2.318
H -1.367 -2.357 0.574
H 1.318 -1.007 1.471
H 1.178 -2.781 1.681
H 1.632 -1.054 -0.763
H 0.109 -1.970 -1.028
H -0.147 0.361 -0.198
H -2.034 2.484 -0.172
H -3.062 1.010 -0.242
H -2.011 -1.545 -1.537
H -3.603 -2.909 -3.078
H -4.906 -1.764 -4.989
H -4.662 0.815 -5.281
H -3.124 2.142 -3.776
C 6.038 4.832 1.355
C 5.303 3.517 1.273
C 4.293 3.220 2.351
O 5.518 2.732 0.374
H 6.731 4.912 0.517
H 5.327 5.659 1.302
H 6.606 4.883 2.286
H 3.505 3.976 2.341
H 4.785 3.200 3.325
H 3.844 2.247 2.166
*
```

6.
Formula: C19H22FN5S
Source: the OMol25 dataset
Level of theory: ωB97M-V/def2-TZVPD

energy above the lowest of the compared OMol25 structures with the same formula, charge and spin: 0.0 kJ/mol

Geometry as ORCA input:
```
! RIJCOSX wB97M-V def2-TZVPD def2/J DEFGRID3
* xyz 0 1
F -5.243 0.271 0.729
C -4.118 0.671 0.104
C -3.413 1.745 0.617
C -2.253 2.145 -0.023
C -1.812 1.481 -1.159
C -0.544 1.911 -1.855
N 0.330 0.798 -2.119
N 0.245 0.174 -3.302
N 1.089 -0.766 -3.312
N 1.760 -0.812 -2.174
C 1.295 0.154 -1.409
C 1.803 0.395 -0.018
C 1.644 1.827 0.409
C 0.919 2.336 1.439
C 1.042 3.741 1.561
C 1.863 4.278 0.626
S 2.517 3.080 -0.425
N 1.249 -0.486 0.991
C -0.149 -0.835 0.892
C -0.508 -2.102 0.099
C -0.097 -3.386 0.819
C 1.349 -3.823 0.558
C 2.370 -2.684 0.479
C 2.121 -1.539 1.470
C -2.547 0.414 -1.664
C -3.704 -0.001 -1.032
H -3.769 2.249 1.501
H -1.686 2.977 0.369
H -0.019 2.663 -1.265
H -0.789 2.331 -2.836
H 2.880 0.184 -0.081
H 0.325 1.727 2.094
H 0.540 4.319 2.316
H 2.136 5.304 0.481
H -0.523 -0.964 1.916
H -0.675 0.020 0.462
H -0.059 -2.081 -0.894
H -1.594 -2.096 -0.030
H -0.755 -4.198 0.506
H -0.254 -3.246 1.892
H 1.390 -4.374 -0.384
H 1.639 -4.516 1.352
H 2.381 -2.267 -0.530
H 3.361 -3.102 0.663
H 1.681 -1.925 2.393
H 3.072 -1.068 1.734
H -2.207 -0.095 -2.554
H -4.283 -0.830 -1.407
*
```

7.
Formula: C19H22N
Source: the OMol25 dataset
Level of theory: ωB97M-V/def2-TZVPD

energy above the lowest of the compared OMol25 structures with the same formula, charge and spin: 165.8 kJ/mol

Geometry as ORCA input:
```
! RIJCOSX wB97M-V def2-TZVPD def2/J DEFGRID3
* xyz 1 1
C -1.850 -0.387 -2.347
C -0.625 0.370 -2.069
C 0.711 0.050 -2.366
C 1.704 1.092 -2.534
C 1.271 2.522 -2.625
C 3.053 0.777 -2.678
C 3.507 -0.545 -2.705
C 4.979 -0.850 -2.776
C 2.556 -1.569 -2.644
C 1.192 -1.312 -2.502
C 0.257 -2.482 -2.486
H -2.641 0.377 -2.388
H -1.867 -0.932 -3.309
H -2.157 -1.075 -1.512
H -0.797 1.375 -1.653
H 2.162 3.158 -2.686
H 0.650 2.730 -3.510
H 0.696 2.806 -1.737
H 3.762 1.605 -2.773
H 5.124 -1.936 -2.795
H 5.437 -0.417 -3.676
H 5.515 -0.438 -1.908
H 2.898 -2.615 -2.685
H 0.860 -3.404 -2.464
H -0.385 -2.471 -1.596
H -0.386 -2.525 -3.381
C -2.095 1.895 5.891
C -3.208 1.884 5.029
C -3.334 0.889 4.054
C -2.309 -0.036 3.844
C -2.437 -1.074 2.745
N -1.904 -0.684 1.475
C -1.643 -0.522 0.337
C -1.227 -0.065 4.736
C -1.094 0.927 5.715
H -2.007 2.652 6.676
H -3.981 2.647 5.145
H -4.254 0.812 3.466
H -1.915 -1.991 3.045
H -3.502 -1.299 2.598
H -0.504 -0.881 4.680
H -0.215 0.942 6.368
*
```

8.
Formula: C19H22N2O3S2
Source: the OMol25 dataset
Level of theory: ωB97M-V/def2-TZVPD

energy above the lowest of the compared OMol25 structures with the same formula, charge and spin: 241.3 kJ/mol

Geometry as ORCA input:
```
! RIJCOSX wB97M-V def2-TZVPD def2/J DEFGRID3
* xyz 0 1
C -4.212 -2.903 -0.048
C -3.636 -1.557 0.271
C -3.365 -1.206 1.588
C -2.837 0.036 1.890
C -2.555 0.939 0.882
C -2.802 0.600 -0.443
C -2.442 1.542 -1.541
S -0.638 1.520 -1.906
C -0.355 -0.272 -2.106
C 0.061 -0.946 -0.803
N 1.464 -1.298 -0.814
C 1.958 -2.229 0.017
O 1.293 -2.831 0.834
C 3.437 -2.546 -0.171
S 4.489 -1.150 -0.651
C 4.374 -0.108 0.860
C 3.266 0.885 0.751
C 2.139 0.802 1.563
C 1.125 1.734 1.447
C 1.239 2.749 0.505
N 0.197 3.732 0.384
O -0.777 3.610 1.101
O 0.350 4.630 -0.413
C 2.350 2.835 -0.327
C 3.356 1.903 -0.199
C -3.350 -0.644 -0.733
H -5.104 -3.087 0.548
H -4.473 -2.978 -1.101
H -3.489 -3.684 0.186
H -3.578 -1.910 2.379
H -2.646 0.304 2.919
H -2.151 1.913 1.115
H -2.957 1.305 -2.472
H -2.636 2.578 -1.266
H -1.274 -0.697 -2.501
H 0.426 -0.370 -2.860
H -0.150 -0.284 0.045
H -0.501 -1.870 -0.638
H 2.096 -0.761 -1.391
H 3.830 -2.998 0.740
H 3.534 -3.268 -0.984
H 4.249 -0.779 1.709
H 5.340 0.393 0.926
H 2.054 0.006 2.288
H 0.250 1.686 2.076
H 2.400 3.627 -1.057
H 4.223 1.948 -0.840
H -3.572 -0.903 -1.761
*
```

9.
Formula: C19H22N4O3S
Source: the OMol25 dataset
Level of theory: ωB97M-V/def2-TZVPD

energy above the lowest of the compared OMol25 structures with the same formula, charge and spin: 332.8 kJ/mol

Geometry as ORCA input:
```
! RIJCOSX wB97M-V def2-TZVPD def2/J DEFGRID3
* xyz 0 1
C 1.894 -3.122 -1.428
C 0.738 -2.161 -1.605
C 0.265 -1.876 -2.903
C -0.729 -0.931 -3.165
C -1.303 -0.254 -2.068
S -2.634 0.937 -2.349
O -2.756 1.457 -3.720
O -3.919 0.502 -1.825
N -2.178 2.235 -1.350
C -1.106 3.124 -1.836
C -0.742 4.151 -0.738
C -1.815 5.230 -0.497
C 0.696 4.679 -0.887
O 1.095 4.053 0.309
C -0.201 3.472 0.543
C -0.804 -0.474 -0.781
C 0.217 -1.360 -0.530
C 0.727 -1.483 0.846
C 1.240 -0.508 1.676
N 1.594 -0.982 2.900
C 1.320 -2.292 2.842
C 1.467 -3.309 3.838
N 1.990 -3.010 5.092
C 1.126 -4.604 3.529
C 0.484 -4.905 2.230
C 0.284 -3.901 1.295
N 0.781 -2.627 1.606
H 1.596 -4.180 -1.388
H 2.616 -3.016 -2.263
H 2.425 -2.916 -0.480
H 0.644 -2.446 -3.762
H -0.994 -0.716 -4.180
H -3.035 2.739 -1.096
H -1.417 3.726 -2.709
H -0.227 2.525 -2.172
H -1.864 5.879 -1.356
H -1.460 5.899 0.305
H -2.802 4.796 -0.287
H 1.224 4.276 -1.763
H 0.816 5.756 -0.905
H -0.651 3.839 1.456
H -0.260 2.406 0.566
H -1.231 0.088 0.038
H 1.312 0.497 1.325
H 2.064 -3.741 5.786
H 2.401 -2.079 5.240
H 1.182 -5.434 4.244
H 0.189 -5.921 2.002
H -0.261 -4.016 0.374
*
```

Number 1: energy -79678.6431 eV, LUMO 0.002 Eh. Number 2: energy -42080.3219 eV, LUMO 0.016 Eh. Number 3: energy -65027.5393 eV, LUMO -0.098 Eh. Number 4: energy -97300.4759 eV, LUMO -0.219 Eh. Number 5: energy -61529.4526 eV, LUMO 0.009 Eh. Number 6: energy -41062.0739 eV, LUMO 0.020 Eh. Number 7: energy -21541.3694 eV, LUMO -0.193 Eh. Number 8: energy -50851.6698 eV, LUMO -0.021 Eh. Number 9: energy -42996.5375 eV, LUMO 0.007 Eh.